76
Properties=species:S:1:pos:R:3 method="wB97M-V/def2-TZVPD" lumo_energy_ha=-0.0924 homo_ev=-11.23 mol_weight_g_mol=751.743 total_charge=+1
Sr -1.28 -0.05 -1.70
O 1.25 -3.19 -0.07
S 1.08 -1.72 -0.04
C 0.87 -1.21 1.68
C 1.97 -1.18 2.53
C 1.81 -0.85 3.87
C 0.54 -0.56 4.36
C -0.55 -0.61 3.52
C -0.42 -0.95 2.17
P -1.90 -1.15 1.12
C -3.15 -0.11 1.94
C -2.88 1.25 2.10
C -3.83 2.10 2.63
C -5.07 1.61 3.00
C -5.36 0.26 2.83
C -4.40 -0.60 2.30
C -2.38 -2.87 1.36
C -2.57 -3.42 2.63
C -2.90 -4.75 2.78
C -3.03 -5.56 1.65
C -2.83 -5.03 0.39
C -2.50 -3.69 0.24
C 2.69 -0.98 -0.35
C 3.78 -1.83 -0.17
C 5.07 -1.31 -0.29
C 5.26 0.03 -0.56
C 4.16 0.85 -0.79
C 2.86 0.35 -0.71
P 1.46 1.35 -1.33
C 1.37 2.80 -0.24
C 1.61 2.62 1.12
C 1.40 3.66 2.01
C 0.94 4.88 1.55
C 0.69 5.06 0.20
C 0.90 4.02 -0.69
C 2.03 1.91 -2.95
C 1.67 1.13 -4.05
C 2.10 1.46 -5.32
C 2.89 2.58 -5.51
C 3.25 3.37 -4.43
C 2.83 3.04 -3.15
H 2.95 -1.40 2.16
H 2.67 -0.83 4.52
H 0.41 -0.29 5.40
H -1.54 -0.38 3.91
H -1.90 1.66 1.83
H -3.60 3.15 2.77
H -5.82 2.27 3.42
H -6.32 -0.13 3.11
H -4.64 -1.64 2.17
H -2.46 -2.79 3.51
H -3.04 -5.17 3.76
H -3.28 -6.61 1.77
H -2.92 -5.66 -0.49
H -2.33 -3.30 -0.76
H 3.61 -2.87 0.05
H 5.92 -1.97 -0.16
H 6.25 0.45 -0.63
H 4.32 1.89 -1.05
H 1.98 1.67 1.49
H 1.60 3.51 3.07
H 0.78 5.70 2.25
H 0.33 6.02 -0.16
H 0.70 4.19 -1.75
H 1.06 0.23 -3.92
H 1.82 0.84 -6.16
H 3.23 2.85 -6.51
H 3.87 4.25 -4.58
H 3.10 3.67 -2.32
Cl -4.24 -2.19 -4.93
C -2.48 -2.08 -5.12
C -1.88 -1.23 -4.01
O -0.97 -1.75 -3.29
O -2.30 -0.06 -3.82
H -2.27 -1.60 -6.08
H -2.06 -3.08 -5.10

19
Properties=species:S:1:pos:R:3 method="wB97M-V/def2-TZVPD" smiles="C/C=C/C[C@H](N)C=O" lumo_energy_ha=0.0361 homo_ev=-9.27 mol_weight_g_mol=113.160 de_lowest_kcal_mol=43.89
C 3.33 0.48 0.11
C 2.08 -0.19 -0.41
C 0.86 -0.01 0.10
C -0.39 -0.78 -0.27
C -1.63 -0.12 0.36
N -2.69 -1.06 0.71
C -2.18 0.97 -0.61
O -3.21 0.82 -1.21
H 3.16 1.55 -0.02
H 3.62 0.27 1.14
H 4.21 0.17 -0.45
H 2.30 -0.94 -1.17
H 0.76 0.80 0.81
H -0.48 -0.83 -1.35
H -0.26 -1.69 0.32
H -1.36 0.45 1.25
H -3.22 -0.68 1.48
H -3.35 -1.07 -0.06
H -1.55 1.87 -0.71

7
Properties=species:S:1:pos:R:3 method="wB97M-V/def2-TZVPD" lumo_energy_ha=-0.0122 homo_ev=-9.49 mol_weight_g_mol=80.033 de_lowest_kcal_mol=72.37
C 1.37 -0.78 -1.65
C -1.01 0.35 1.49
O -1.62 1.27 1.10
F 1.55 -0.64 -2.93
F 0.27 0.15 1.16
H 0.77 0.10 -1.33
H -1.32 -0.46 2.16

17
Properties=species:S:1:pos:R:3 method="wB97M-V/def2-TZVPD" smiles="C=CO.CNC" lumo_energy_ha=0.0324 homo_ev=-8.59 mol_weight_g_mol=89.138 de_lowest_kcal_mol=51.84
C 2.98 2.15 -0.67
C 1.90 1.39 -0.51
O 1.72 0.15 -1.01
H 3.21 2.97 -0.01
H 3.77 1.95 -1.39
H 1.01 1.82 -0.06
H 2.52 -0.13 -1.46
C -0.85 -1.91 0.51
N -2.15 -1.39 0.06
C -2.48 -0.16 0.75
H -0.63 -2.80 -0.06
H -0.93 -2.11 1.58
H -0.11 -1.12 0.34
H -2.15 -1.23 -0.94
H -2.66 -0.38 1.80
H -1.70 0.61 0.67
H -3.45 0.19 0.39

10
Properties=species:S:1:pos:R:3 method="wB97M-V/def2-TZVPD" lumo_energy_ha=-0.0373 homo_ev=-9.02 mol_weight_g_mol=160.025 de_lowest_kcal_mol=83.80
C -0.15 -0.23 0.46
C 1.40 -0.29 0.30
H -2.55 -0.13 0.43
H -0.38 1.64 -1.19
H 1.84 -0.48 1.23
N -0.85 0.29 -0.57
O -0.64 -0.84 1.40
S -2.47 0.17 -0.81
Cl 2.14 1.27 -0.26
Cl 1.67 -1.41 -0.99

15
Properties=species:S:1:pos:R:3 method="wB97M-V/def2-TZVPD" lumo_energy_ha=0.0256 homo_ev=-8.69 mol_weight_g_mol=104.105 de_lowest_kcal_mol=103.12
C 1.65 -0.72 -0.13
C 0.53 -0.26 0.61
O 0.80 1.46 0.21
C -0.94 -0.38 0.26
O -1.71 0.51 1.01
C -1.24 -0.21 -1.21
O -2.12 0.54 -1.58
H 1.73 0.80 -0.08
H 2.42 -1.26 0.42
H 1.51 -1.06 -1.16
H 0.66 -0.24 1.70
H 0.85 2.07 0.98
H -1.21 -1.42 0.52
H -2.26 0.99 0.37
H -0.67 -0.83 -1.93